Molecular formula: C5H6I2N2
Method: DFT, ωB97M-V with the def2-TZVPD basis set

Positions of all 15 atoms, in Å:
C (-0.64467, 2.31957, 0.18494)
C (0.20799, 1.73258, 1.01857)
C (0.70317, 1.27339, -1.08241)
C (-1.01208, -2.75708, 0.00562)
C (1.89668, 0.13973, 0.82339)
N (-0.28632, 2.07929, -1.13055)
N (1.09484, 0.95558, 0.23786)
I (3.16203, -0.88516, -0.42047)
I (-2.41568, -1.13861, -0.26265)
H (-1.36492, 2.98097, 0.41204)
H (0.08736, 1.39307, 2.02785)
H (1.14565, 1.06126, -2.07850)
H (-0.00638, -2.27345, -0.15903)
H (-1.32379, -3.63103, -0.52574)
H (-1.24389, -3.25010, 0.94909)

Cartesian forces (eV/Å) of the 2 atoms listed first:
1.81 -0.64 -1.75
0.31 -1.86 0.65

Summary:
HOMO-LUMO gap (spin up / spin down) = 7.6 / 7.0 eV
LUMO (spin up / spin down) = 0.0092 / -0.0821 hartree
E_HOMO (spin up / spin down) = -7.327 / -9.212 eV
E_tot = -24458.258 eV
Expectation value of S² = 2.016
Charge = 0
2S+1 = 3

Atom charges from the Mulliken analysis, given in e for atoms 1 to 5: atom 1 (C): -0.54, atom 2 (C): -0.37, atom 3 (C): -0.08, atom 4 (C): -0.74, atom 5 (C): 0.02